Record 1
# C3H6AsNOS6Se3TcTe

A structure of composition C3H6AsNOS6Se3TcTe (wB97M-V/def2-TZVPD, the OMol25 dataset).

Output
- net charge = +1
- LUMO energy (eV) = -5.2
- electronic energy (Eh) = -12425.726912
- 2S+1 = 1
- frontier orbital gap (eV) = 5.9
- HOMO level (eV) = -11.120

Each line ends with the natural charge from an NBO analysis.
Positions of all 23 atoms, in Å:
Tc: 0.0985 -0.6853 -1.2487  0.120
Se: -2.4538 2.5422 -2.4351  0.186
Se: -3.6698 1.0562 -1.1366  -0.090
Te: -3.6764 -0.9287 -2.6661  0.291
Se: -1.6945 -2.0927 -1.5894  0.020
S: 3.9660 -2.8749 -4.4863  -0.285
As: 2.9253 -2.2214 -2.9194  0.874
S: 1.3926 -0.6675 -3.0527  -0.179
S: 1.0995 -2.4287 -0.1416  -0.179
S: 2.4743 -3.4630 -1.2414  -0.015
S: -0.4021 1.6748 -2.2745  0.179
C: 0.2823 2.6606 -1.0721  0.040
N: 0.7859 3.2997 -0.2577  -0.286
C: -0.6284 -0.8484 2.6858  -0.807
S: 0.6118 0.1061 1.8247  1.265
C: 0.4008 1.6762 2.6400  -0.805
O: -0.0548 0.3895 0.4422  -0.903
H: -1.5802 -0.3217 2.6452  0.253
H: -0.2973 -0.9886 3.7149  0.262
H: -0.6962 -1.8147 2.1880  0.263
H: 0.7573 1.5638 3.6639  0.258
H: -0.6485 1.9643 2.6140  0.252
H: 1.0077 2.4024 2.1029  0.285


Record 2
# C3H6BNO2

An isolated molecule of C3H6BNO2 in a non-equilibrium geometry (wB97M-V/def2-TZVPD, the OMol25 dataset).

Output
- structure (SMILES) = CC1=N[C@H](O)BO1
- LUMO energy (eV) = 0.6
- electronic energy (Eh) = -347.977208
- 2S+1 = 1
- frontier orbital gap (eV) = 10.1
- energy above the lowest of the compared OMol25 structures with the same formula, charge and spin (kcal per mole) = 68.45
- HOMO level (eV) = -9.415

Each line ends with the natural charge from an NBO analysis.
Positions of all 13 atoms, in Å:
C: 1.8122 -0.4408 -0.4232  -0.675
C: 0.4281 0.0323 -0.1138  0.554
N: -0.5464 -0.7514 0.0900  -0.486
C: -1.7721 -0.0009 0.2818  -0.001
O: -2.8383 -0.4399 -0.4761  -0.710
B: -1.0961 1.6313 0.0569  0.702
O: 0.2277 1.3807 -0.0107  -0.681
H: 1.5927 -1.2542 -0.9822  0.236
H: 2.5815 -0.6881 0.3353  0.246
H: 2.3401 0.3058 -1.1061  0.227
H: -1.8655 -0.0191 1.4304  0.171
H: -2.7549 -1.2713 -0.8422  0.484
H: -1.3205 2.8930 0.0670  -0.065


Record 3
# C3H6Br2OS

A structure of composition C3H6Br2OS in a non-equilibrium geometry (wB97M-V/def2-TZVPD, the OMol25 dataset).

Output
- LUMO energy (eV) = -0.3
- electronic energy (Eh) = -5739.324094
- 2S+1 = 1
- frontier orbital gap (eV) = 8.2
- energy above the lowest of the compared OMol25 structures with the same formula, charge and spin (kcal per mole) = 0.00
- HOMO level (eV) = -8.534

Each line ends with the natural charge from an NBO analysis.
Positions of all 13 atoms, in Å:
C: 4.0439 0.4946 0.0073  0.370
C: -1.7930 -1.5887 0.1005  -0.704
C: -1.7342 0.9999 -0.3290  -0.787
O: 3.8404 0.3138 -1.1516  -0.472
S: -0.5174 -0.2813 -0.0676  0.184
Br: 4.2776 2.2249 0.8280  0.066
Br: 4.0003 -0.9450 1.3446  0.035
H: -1.2321 -2.4195 -0.0018  0.216
H: -2.1975 -1.3037 1.0704  0.217
H: -2.5608 -1.5140 -0.6990  0.214
H: -2.3967 0.8979 -1.2816  0.216
H: -2.4300 1.0470 0.5511  0.209
H: -1.3005 2.0742 -0.3713  0.237


Record 4
# C3H6BrClN2

An isolated molecule of C3H6BrClN2 in a non-equilibrium geometry (wB97M-V/def2-TZVPD, the OMol25 dataset).

Output
- structure (SMILES) = ClN1CCN(Br)C1
- LUMO energy (eV) = 0.1
- electronic energy (Eh) = -3261.501643
- 2S+1 = 1
- frontier orbital gap (eV) = 9.5
- energy above the lowest of the compared OMol25 structures with the same formula, charge and spin (kcal per mole) = 26.69
- HOMO level (eV) = -9.384

Each line ends with the natural charge from an NBO analysis.
Positions of all 13 atoms, in Å:
Cl: -0.8187 -1.4365 -2.0986  0.017
N: 0.4182 -0.7494 -1.0119  -0.384
C: 0.3694 0.7198 -0.8774  -0.278
C: -0.4845 1.0441 0.3627  -0.254
N: -0.2423 -0.0687 1.2603  -0.439
Br: 1.2779 0.2989 2.3554  0.140
C: -0.1067 -1.1934 0.4527  -0.090
H: 0.2142 1.2764 -1.7086  0.220
H: 1.4449 0.7821 -0.7543  0.220
H: -0.2231 1.9290 0.7558  0.218
H: -1.4340 1.0722 -0.0423  0.210
H: -0.9917 -1.6459 0.3860  0.200
H: 0.5764 -2.0286 0.9202  0.221


Record 5
# C3H6BrN2P2

A structure of composition C3H6BrN2P2 in a non-equilibrium geometry (wB97M-V/def2-TZVPD, the OMol25 dataset).

Output
- net charge = +1
- LUMO energy (eV) = -4.9
- electronic energy (Eh) = -3483.799950
- 2S+1 = 1
- frontier orbital gap (eV) = 8.4
- energy above the lowest of the compared OMol25 structures with the same formula, charge and spin (kcal per mole) = 30.73
- HOMO level (eV) = -13.365

Each line ends with the natural charge from an NBO analysis.
Positions of all 14 atoms, in Å:
C: -0.5208 -0.5211 1.5130  -0.076
C: 0.5026 0.2487 1.9758  0.020
C: 0.6035 0.2992 -0.2271  0.334
N: -0.4953 -0.4474 0.1206  -0.619
N: 1.2103 0.7127 0.8556  -0.557
P: 0.7392 1.3765 -2.3809  0.356
P: -1.4593 -1.3201 -1.1008  0.553
Br: 1.0920 0.8412 3.6471  0.200
H: -1.1829 -1.0282 2.1625  0.265
H: 1.9687 1.4591 0.8035  0.474
H: 0.0634 0.6763 -3.4033  0.013
H: 2.0368 0.9005 -2.9374  0.032
H: -2.7575 -0.7815 -0.8422  -0.004
H: -1.8008 -2.4160 -0.1864  0.008


Record 6
# C3H6BrN3O

An isolated molecule of C3H6BrN3O in a non-equilibrium geometry (wB97M-V/def2-TZVPD, the OMol25 dataset).

Output
- structure (SMILES) = CN1C=C(Br)N(O)N1
- LUMO energy (eV) = 0.8
- electronic energy (Eh) = -2931.228252
- 2S+1 = 1
- frontier orbital gap (eV) = 7.5
- energy above the lowest of the compared OMol25 structures with the same formula, charge and spin (kcal per mole) = 68.05
- HOMO level (eV) = -6.687

Each line ends with the natural charge from an NBO analysis.
Positions of all 14 atoms, in Å:
C: -0.5309 1.6973 -1.1805  -0.415
N: -0.5545 0.5152 -0.3940  -0.272
C: -0.4143 0.4770 0.9850  -0.075
C: -0.0664 -0.7551 1.3254  -0.013
Br: 0.3309 -1.4329 3.0742  0.068
N: 0.1450 -1.5132 0.2098  -0.078
O: 1.5135 -2.0685 0.3264  -0.643
N: -0.2944 -0.7487 -0.8505  -0.270
H: 0.4355 2.1715 -1.2400  0.179
H: -1.2739 2.4052 -0.8301  0.221
H: -0.7727 1.5191 -2.2511  0.215
H: -0.4966 1.3411 1.6782  0.241
H: 1.5449 -2.8719 0.7661  0.477
H: 0.4339 -0.7359 -1.6189  0.366


Record 7
# C3H6BrNO

An isolated molecule of C3H6BrNO in a non-equilibrium geometry (wB97M-V/def2-TZVPD, the OMol25 dataset).

Output
- structure (SMILES) = Br[C@@H]1CNOC1
- LUMO energy (eV) = 0.8
- electronic energy (Eh) = -2821.810286
- 2S+1 = 1
- frontier orbital gap (eV) = 10.4
- energy above the lowest of the compared OMol25 structures with the same formula, charge and spin (kcal per mole) = 51.30
- HOMO level (eV) = -9.591

Each line ends with the natural charge from an NBO analysis.
Positions of all 12 atoms, in Å:
Br: -1.7576 1.6323 0.4915  -0.085
C: -0.9061 -0.1783 0.1870  -0.244
C: 0.5657 -0.1386 1.0970  -0.240
N: 1.5301 0.0617 0.0740  -0.319
O: 0.9748 -0.5191 -1.1215  -0.375
C: -0.3439 -0.2686 -1.2276  -0.131
H: -1.7870 -0.7705 0.5787  0.248
H: 0.5713 0.6110 1.8774  0.226
H: 0.6260 -1.1376 1.5785  0.194
H: 1.5981 1.1235 -0.0776  0.333
H: -0.5774 -1.1254 -1.6847  0.212
H: -0.4942 0.7095 -1.7728  0.181


Record 8
# C3H6BrNO2

A cluster of 2 separate species, C3H6BrNO2 in total in a non-equilibrium geometry (wB97M-V/def2-TZVPD, the OMol25 dataset).

Output
- LUMO energy (spin up / spin down) (eV) = -2.9 / -3.0
- electronic energy (Eh) = -2896.956748
- 2S+1 = 1
- frontier orbital gap (spin up / spin down) (eV) = 7.1 / 7.0
- energy above the lowest of the compared OMol25 structures with the same formula, charge and spin (kcal per mole) = 126.62
- HOMO level (spin up / spin down) (eV) = -10.001 / -9.965

Each line ends with the natural charge from an NBO analysis.
Positions of all 13 atoms, in Å:
C: -1.6498 -0.6552 -0.0349  -0.605
C: -0.2085 -0.5292 0.5193  -0.517
C: 0.5729 0.2120 -0.4973  0.169
N: 1.1502 1.4996 -0.2076  0.439
O: 2.0836 1.9525 -0.8281  -0.319
O: 0.6183 2.1033 0.7090  -0.355
Br: 2.9264 -0.8652 0.1731  -0.275
H: -1.7353 -0.8712 -1.1322  0.222
H: -2.0400 0.4305 0.0611  0.203
H: -2.2385 -1.1372 0.6819  0.233
H: 0.0412 -1.6333 0.4603  0.267
H: -0.2285 -0.1836 1.5677  0.267
H: 0.7080 -0.3230 -1.4724  0.270


Record 9
# C3H6BrNO2

A structure of composition C3H6BrNO2 in a non-equilibrium geometry (wB97M-V/def2-TZVPD, the OMol25 dataset).

Output
- LUMO energy (spin up / spin down) (eV) = 0.6 / -4.1
- <S²> = 2.01
- electronic energy (Eh) = -2896.936004
- 2S+1 = 3
- frontier orbital gap (spin up / spin down) (eV) = 8.8 / 6.5
- energy above the lowest of the compared OMol25 structures with the same formula, charge and spin (kcal per mole) = 38.64
- HOMO level (spin up / spin down) (eV) = -8.201 / -10.631

Each line ends with the Mulliken spin population.
Positions of all 13 atoms, in Å:
C: -0.1809 1.4131 -0.4865  -0.008
C: 0.3813 -0.4215 1.3277  -0.012
C: -0.0516 -0.0574 -0.0751  0.634
N: 0.3865 -1.0449 -1.0383  -0.010
O: 0.6289 -0.6450 -2.1498  0.124
O: 0.3686 -2.2146 -0.7334  0.086
Br: -2.4759 -0.7369 -0.3055  1.116
H: -0.5795 1.9266 0.4326  0.000
H: -0.9066 1.5745 -1.2867  0.001
H: 0.8122 1.8228 -0.7564  0.030
H: 1.4108 -0.5173 1.1964  0.028
H: -0.0112 -1.2968 1.7265  0.007
H: 0.2173 0.1975 2.1486  0.003


Record 10
# C3H6BrP3

A cluster of 2 separate species, C3H6BrP3 in total in a non-equilibrium geometry (wB97M-V/def2-TZVPD, the OMol25 dataset).

Output
- LUMO energy (spin up / spin down) (eV) = -2.6 / -2.6
- electronic energy (Eh) = -3715.874159
- 2S+1 = 1
- frontier orbital gap (spin up / spin down) (eV) = 6.1 / 6.0
- energy above the lowest of the compared OMol25 structures with the same formula, charge and spin (kcal per mole) = 0.00
- HOMO level (spin up / spin down) (eV) = -8.721 / -8.633

Each line ends with the natural charge from an NBO analysis.
Positions of all 13 atoms, in Å:
C: -0.3106 -1.0263 1.5724  -0.472
C: -0.1402 0.1941 0.7219  -0.523
C: 0.3334 -0.3418 -0.6484  -0.728
P: -1.1348 -2.4605 1.3023  0.387
P: -0.7910 -1.1023 -1.8561  0.308
P: -2.1951 -2.0071 -0.5794  0.252
Br: -3.6582 0.8113 0.0488  -0.582
H: 0.0812 -0.8916 2.6565  0.245
H: -0.9919 0.8829 0.8482  0.308
H: 0.7587 0.7634 1.0606  0.232
H: 0.9558 0.4871 -1.2600  0.258
H: 1.1029 -1.1885 -0.6077  0.246
H: -1.3907 0.0516 -2.5774  0.070


Record 11
# C3H6CaO3

A structure of composition C3H6CaO3 in a non-equilibrium geometry (wB97M-V/def2-TZVPD, the OMol25 dataset).

Output
- LUMO energy (eV) = -0.7
- electronic energy (Eh) = -1021.071812
- 2S+1 = 1
- frontier orbital gap (eV) = 6.5
- energy above the lowest of the compared OMol25 structures with the same formula, charge and spin (kcal per mole) = 90.18
- HOMO level (eV) = -7.184

Each line ends with the natural charge from an NBO analysis.
Positions of all 13 atoms, in Å:
O: 1.4347 -0.0899 0.8173  -0.428
C: 0.6945 -1.1838 0.2980  -0.103
C: -0.5198 -0.7717 -0.5254  -0.094
O: -1.3702 0.0657 0.2096  -0.577
C: -1.0394 1.4714 0.2049  -0.792
Ca: 1.1425 1.8851 -0.0419  1.693
H: 0.3610 -1.6837 1.2191  0.196
H: -1.0712 -1.6937 -0.7662  0.191
H: -0.2415 -0.3279 -1.4966  0.151
H: -1.4450 1.8724 1.1486  0.170
H: -1.6847 1.9355 -0.5687  0.145
H: 1.3240 -1.8881 -0.2668  0.192
O: 2.4151 0.4087 -0.2319  -0.742


Record 12
# C3H6CeO

A structure of composition C3H6CeO in a non-equilibrium geometry (wB97M-V/def2-TZVPD, the OMol25 dataset).

Output
- net charge = +2
- LUMO energy (spin up / spin down) (eV) = -10.0 / -10.3
- <S²> = 2.01
- electronic energy (Eh) = -667.377986
- 2S+1 = 3
- frontier orbital gap (spin up / spin down) (eV) = 7.3 / 8.5
- HOMO level (spin up / spin down) (eV) = -17.396 / -18.737

Each line ends with the Mulliken spin population.
Positions of all 11 atoms, in Å:
C: -0.0957 1.0818 -1.1359  0.668
C: 0.8800 0.2346 -0.3510  -0.030
O: -0.0579 -0.8970 -0.1058  -0.005
C: -0.7022 -0.7451 1.1486  0.027
Ce: -0.9118 -0.7313 -2.3873  1.256
H: -0.8902 0.6413 0.8686  -0.020
H: 1.0250 0.8146 0.5802  0.057
H: 1.9366 -0.0825 -0.3431  0.025
H: -1.5508 -1.4271 1.2704  -0.001
H: 0.0374 -0.9172 1.9399  0.002
H: 0.3295 2.0280 -1.4846  0.021